Version A
{
  "formula": "C19H56O9",
  "method": "ωB97M-V/def2-TZVPD",
  "species": ["C", "C", "C", "O", "H", "H", "H", "H", "H", "H", "H", "H", "C", "C", "C", "O", "H", "H", "H", "H", "H", "H", "H", "H", "C", "C", "C", "O", "H", "H", "H", "H", "H", "H", "H", "H", "C", "C", "C", "O", "H", "H", "H", "H", "H", "H", "H", "H", "C", "C", "C", "O", "H", "H", "H", "H", "H", "H", "H", "H", "C", "O", "H", "H", "H", "H", "C", "O", "H", "H", "H", "H", "C", "O", "H", "H", "H", "H", "C", "O", "H", "H", "H", "H"],
  "positions_angstrom": [[-11.96811, -15.01438, -31.45172], [-10.66504, -14.50433, -32.06050], [-10.88060, -13.24914, -32.93460], [-9.72874, -14.31073, -31.05638], [-11.79355, -15.85468, -30.77887], [-12.73681, -15.32445, -32.15808], [-12.37106, -14.20792, -30.83381], [-10.42262, -15.39822, -32.64324], [-9.98666, -12.80703, -33.37238], [-11.53290, -12.51967, -32.45240], [-11.50895, -13.51963, -33.78694], [-8.86408, -14.40062, -31.46555], [-16.55329, -14.43952, -25.35630], [-16.81160, -15.69212, -24.48643], [-17.19817, -15.39002, -23.03747], [-17.77415, -16.50784, -25.07574], [-15.63180, -13.94289, -25.04534], [-17.29446, -13.65478, -25.19317], [-16.42572, -14.69435, -26.40758], [-15.87642, -16.24936, -24.56043], [-16.43311, -14.78459, -22.54810], [-17.25057, -16.31527, -22.46552], [-18.10664, -14.78736, -23.05200], [-18.58226, -16.01717, -25.25125], [-11.27571, -12.77280, -26.78021], [-10.27343, -13.42719, -27.71397], [-8.99626, -13.94613, -27.15347], [-10.86464, -14.55878, -28.36268], [-11.15693, -11.68970, -26.81039], [-11.14274, -13.15836, -25.76966], [-12.29230, -12.95564, -27.12795], [-10.00841, -12.78917, -28.56140], [-9.13443, -14.97282, -26.80906], [-8.66449, -13.30415, -26.33486], [-8.16387, -14.10198, -27.84116], [-10.43262, -14.63340, -29.22030], [-18.81956, -16.25541, -28.87690], [-17.69882, -15.55676, -29.61197], [-16.75635, -16.63831, -30.12228], [-18.28820, -15.03157, -30.76841], [-19.29248, -17.07292, -29.42077], [-19.59587, -15.52483, -28.64126], [-18.49746, -16.71636, -27.94130], [-17.16771, -14.79242, -29.04256], [-17.15050, -17.26517, -30.91878], [-16.61069, -17.30267, -29.26680], [-15.79361, -16.16677, -30.32588], [-17.75966, -14.26622, -31.01088], [-10.04849, -18.54928, -28.12829], [-10.93565, -19.79444, -28.26392], [-10.94409, -20.72184, -27.01869], [-12.29356, -19.41841, -28.56570], [-10.52766, -17.63720, -28.49100], [-9.21112, -18.61547, -28.82317], [-9.80190, -18.32564, -27.09025], [-10.51107, -20.37645, -29.08390], [-9.99511, -20.49453, -26.52748], [-11.04439, -21.78420, -27.22959], [-11.68291, -20.37587, -26.29539], [-12.28950, -18.49811, -28.28090], [-14.10882, -16.08934, -27.33575], [-13.03978, -16.63876, -28.04792], [-14.86859, -15.77152, -28.05667], [-14.64699, -16.88846, -26.82325], [-13.84455, -15.24479, -26.69846], [-12.43231, -15.94564, -28.32608], [-15.76077, -19.09183, -24.20045], [-16.73352, -18.92563, -25.20718], [-15.08511, -18.24199, -24.10219], [-16.31301, -19.27390, -23.27522], [-15.18621, -20.00834, -24.33463], [-17.03406, -18.02313, -25.39121], [-11.77852, -16.01611, -24.48396], [-10.72062, -16.55567, -23.71291], [-12.44974, -15.45661, -23.83251], [-11.38351, -15.37406, -25.27389], [-12.25958, -16.81198, -25.05426], [-10.71169, -16.21263, -22.81802], [-16.00494, -20.06197, -28.38708], [-16.87941, -20.48552, -27.34346], [-16.57938, -19.76841, -29.26812], [-15.51870, -19.14614, -28.04462], [-15.27669, -20.81827, -28.67866], [-16.72216, -19.88774, -26.59871]],
  "lowdin_charge": [-0.057, -0.501, -0.042, -0.040, 0.076, 0.089, 0.082, 0.136, 0.074, 0.078, 0.077, 0.111, -0.038, -0.490, -0.031, -0.061, 0.077, 0.081, 0.060, 0.112, 0.081, 0.082, 0.084, 0.118, -0.032, -0.479, -0.056, -0.098, 0.080, 0.067, 0.076, 0.134, 0.082, 0.084, 0.080, 0.043, -0.057, -0.507, -0.059, -0.049, 0.092, 0.079, 0.067, 0.130, 0.093, 0.053, 0.072, 0.091, -0.045, -0.450, -0.047, -0.069, 0.055, 0.077, 0.079, 0.121, 0.063, 0.071, 0.074, 0.024, -0.155, -0.122, 0.060, 0.081, 0.076, 0.043, -0.125, -0.140, 0.067, 0.081, 0.087, 0.042, -0.155, -0.115, 0.083, 0.052, 0.071, 0.071, -0.156, -0.141, 0.063, 0.059, 0.075, -0.001],
  "smiles": "CC(C)O.CC(C)O.CC(C)O.CC(C)O.CC(C)O.CO.CO.CO.CO",
  "homo_ha": -0.329,
  "e_lumo_ev": 0.3212,
  "charge": 0,
  "gap_ev": 9.266
}

=====

Version B
{
  "formula": "C19H56O9",
  "method": "ωB97M-V/def2-TZVPD",
  "species": ["C", "C", "C", "O", "H", "H", "H", "H", "H", "H", "H", "H", "C", "C", "C", "O", "H", "H", "H", "H", "H", "H", "H", "H", "C", "C", "C", "O", "H", "H", "H", "H", "H", "H", "H", "H", "C", "C", "C", "O", "H", "H", "H", "H", "H", "H", "H", "H", "C", "C", "C", "O", "H", "H", "H", "H", "H", "H", "H", "H", "C", "O", "H", "H", "H", "H", "C", "O", "H", "H", "H", "H", "C", "O", "H", "H", "H", "H", "C", "O", "H", "H", "H", "H"],
  "positions_angstrom": [[-3.61368, 2.51033, -2.25086], [-4.16534, 1.73042, -1.00600], [-3.25111, 0.55812, -0.55751], [-4.25083, 2.66797, 0.02587], [-4.21965, 3.36752, -2.54435], [-3.57313, 1.83302, -3.10393], [-2.58340, 2.80198, -2.04700], [-5.16624, 1.32846, -1.16323], [-3.57935, 0.26224, 0.43889], [-2.20268, 0.85606, -0.57023], [-3.31506, -0.31423, -1.20790], [-4.95693, 3.28994, -0.16435], [-1.31012, 5.14187, 0.43298], [0.24807, 5.11018, 0.47252], [0.88870, 4.06611, -0.51374], [0.63654, 6.38570, 0.09841], [-1.89746, 4.27695, 0.74127], [-1.70915, 5.32775, -0.56418], [-1.71150, 5.92724, 1.07345], [0.60554, 4.85452, 1.46999], [0.54969, 3.04169, -0.35967], [1.97131, 4.17033, -0.44159], [0.64233, 4.30695, -1.54785], [0.28160, 6.56221, -0.77592], [-3.52570, -2.36856, 1.82360], [-2.07734, -2.67681, 2.29110], [-1.90552, -2.29457, 3.79012], [-1.78976, -4.04348, 2.24209], [-3.96978, -1.54641, 2.38481], [-4.20266, -3.17428, 2.10753], [-3.58214, -2.15674, 0.75587], [-1.41139, -2.16056, 1.59966], [-1.98945, -1.21580, 3.92177], [-0.90762, -2.55559, 4.14249], [-2.64631, -2.79859, 4.41083], [-2.03490, -4.37024, 1.37334], [1.31104, -0.17907, 3.32870], [0.29723, 0.95605, 3.14061], [0.97306, 2.28584, 3.20872], [-0.33796, 0.80969, 1.89585], [1.78984, -0.26974, 4.30370], [2.11133, -0.09502, 2.59345], [0.75920, -1.07661, 3.04945], [-0.44122, 0.97664, 3.94210], [0.29760, 3.09140, 2.92075], [1.82538, 2.45949, 2.55184], [1.31239, 2.41345, 4.23667], [-1.04336, 1.45634, 1.97248], [4.57789, -1.61950, -0.91821], [4.60191, -1.58560, 0.64029], [5.05054, -0.26928, 1.17331], [3.29563, -1.77234, 1.07138], [5.54256, -1.37811, -1.36457], [3.85253, -0.93109, -1.35187], [4.35902, -2.61646, -1.30069], [5.24832, -2.36798, 1.03796], [5.10713, -0.23640, 2.26134], [4.51547, 0.64207, 0.90640], [6.06615, -0.06316, 0.83545], [2.66533, -1.21130, 0.61361], [-1.04504, -4.72492, -1.81938], [-1.35024, -5.18560, -0.48911], [-1.93584, -4.89552, -2.42392], [-0.84591, -3.65346, -1.83999], [-0.18208, -5.29750, -2.15931], [-0.59575, -5.56808, -0.03519], [1.54667, 1.07878, -3.33605], [2.34286, 1.58281, -2.22245], [1.31112, 0.02197, -3.21041], [0.65799, 1.70066, -3.44378], [2.05383, 1.20490, -4.29260], [2.04041, 1.11661, -1.43965], [0.79247, -3.83220, -4.82869], [1.02622, -2.95085, -3.74281], [1.47441, -4.68040, -4.76865], [-0.22773, -4.19960, -4.71782], [0.86239, -3.34875, -5.80311], [0.34741, -2.28025, -3.84814], [0.52496, -0.96680, -0.73485], [1.40474, -0.00884, -0.16866], [-0.06276, -1.55749, -0.03215], [-0.16308, -0.38613, -1.34927], [0.99960, -1.63548, -1.45296], [1.01071, 0.34517, 0.63196]],
  "lowdin_charge": [-0.044, -0.476, -0.042, -0.062, 0.072, 0.070, 0.066, 0.128, 0.065, 0.061, 0.078, 0.093, -0.056, -0.476, -0.043, -0.045, 0.054, 0.071, 0.074, 0.115, 0.059, 0.081, 0.073, 0.091, -0.051, -0.474, -0.046, -0.052, 0.070, 0.081, 0.058, 0.103, 0.064, 0.070, 0.083, 0.052, -0.019, -0.502, -0.059, -0.053, 0.095, 0.061, 0.073, 0.135, 0.069, 0.088, 0.092, 0.101, -0.036, -0.484, -0.076, -0.066, 0.072, 0.066, 0.074, 0.139, 0.078, 0.081, 0.076, 0.030, -0.124, -0.135, 0.082, 0.058, 0.085, 0.083, -0.124, -0.138, 0.050, 0.068, 0.074, 0.004, -0.156, -0.140, 0.085, 0.069, 0.079, 0.064, -0.113, -0.148, 0.078, 0.073, 0.073, 0.049],
  "smiles": "CC(C)O.CC(C)O.CC(C)O.CC(C)O.CC(C)O.CO.CO.CO.CO",
  "homo_ha": -0.349,
  "e_lumo_ev": 0.3270,
  "charge": 0,
  "gap_ev": 9.837
}

=====

Most stable pick: version B. Distance to second place: 0.0198 hartree.

=====

Version A
{
  "formula": "C4H7BO3",
  "method": "ωB97M-V/def2-TZVPD",
  "species": ["C", "C", "C", "C", "O", "B", "O", "O", "H", "H", "H", "H", "H", "H", "H"],
  "positions_angstrom": [[-1.89742, -1.66978, -0.49042], [-1.16103, -0.67342, -0.10964], [-0.48391, 0.42204, -0.03264], [-1.07412, 1.75658, 0.15749], [0.84730, 0.62188, -0.24300], [1.94114, -0.11701, 0.04748], [1.99902, -1.17750, 0.87317], [3.12190, 0.31300, -0.56228], [-2.19868, -1.80556, -1.57393], [-2.44560, -2.48412, -0.00057], [-1.85855, 1.79771, 0.93921], [-1.73641, 1.87119, -0.74039], [-0.23177, 2.42299, 0.46967], [1.19146, -1.51094, 1.37814], [3.98667, 0.23297, -0.11231]],
  "lowdin_charge": [0.011, -0.049, -0.362, -0.013, 0.174, -0.829, 0.195, 0.161, 0.079, 0.054, 0.089, 0.111, 0.113, 0.149, 0.115],
  "smiles": "C=C=C(C)OB(O)O",
  "homo_ha": -0.330,
  "e_lumo_ev": 0.5152,
  "charge": 0,
  "gap_ev": 9.500
}

=====

Version B
{
  "formula": "C4H7BO3",
  "method": "ωB97M-V/def2-TZVPD",
  "species": ["B", "C", "C", "C", "C", "O", "O", "O", "H", "H", "H", "H", "H", "H", "H"],
  "positions_angstrom": [[1.36658, -1.24350, -0.30566], [-1.15448, 2.38987, 1.58649], [-1.23154, -1.58076, -1.00508], [-1.12753, 1.35000, 0.67051], [-0.21380, -1.09108, -0.34488], [1.93957, -0.82039, -1.43747], [2.02216, -1.68703, 0.74699], [-0.87342, 0.07703, 0.94523], [-1.44230, 3.29793, 1.23258], [-0.81987, 2.38972, 2.67251], [-2.35370, -1.35586, -0.76418], [-1.16353, -2.18926, -1.79450], [-1.54604, 1.51721, -0.31042], [2.91229, -0.97852, -1.46947], [3.00294, -1.97722, 0.54684]],
  "lowdin_charge": [-0.738, 0.007, 0.067, -0.320, 0.082, 0.193, 0.198, -0.115, -0.015, 0.071, 0.133, 0.024, 0.097, 0.133, 0.183],
  "homo_ha": -0.291,
  "e_lumo_ev": -0.0985,
  "charge": 0,
  "gap_ev": 7.826
}

=====

Most stable pick: version A. Distance to second place: 0.1004 hartree.

=====

Version A
{
  "formula": "C4H7BrO",
  "method": "ωB97M-V/def2-TZVPD",
  "species": ["C", "C", "C", "Br", "H", "H", "H", "C", "O", "H", "H", "H", "H"],
  "positions_angstrom": [[0.30826, -2.30677, 0.03484], [1.24567, -1.12416, -0.07887], [2.01572, -0.22673, 0.01015], [3.26703, 1.15963, 0.17654], [0.61326, -2.89276, 0.83114], [0.17633, -2.91020, -0.89591], [-0.65490, -1.98592, 0.24153], [-1.41543, 1.85924, -0.33194], [-0.79336, 1.70750, 0.97570], [-2.19421, 1.10905, -0.34192], [-0.70488, 1.71431, -1.10054], [-1.82878, 2.80768, -0.40096], [-0.03471, 1.08912, 0.88024]],
  "lowdin_charge": [-0.067, -0.159, -0.614, 0.699, 0.049, 0.096, 0.042, -0.119, -0.150, 0.074, 0.062, 0.051, 0.036],
  "smiles": "CC#CBr.CO",
  "homo_ha": -0.368,
  "e_lumo_ev": 0.5755,
  "charge": 0,
  "gap_ev": 10.595
}

=====

Version B
{
  "formula": "C4H7BrO",
  "method": "ωB97M-V/def2-TZVPD",
  "species": ["C", "C", "C", "Br", "C", "O", "H", "H", "H", "H", "H", "H", "H"],
  "positions_angstrom": [[1.27158, 0.11143, -1.23350], [0.12519, 0.55931, -0.45494], [-0.36951, -0.51167, 0.41057], [0.85120, -0.97479, 1.81221], [-1.83116, -0.11819, 1.27368], [-2.42296, 0.84909, 1.65571], [1.80462, 1.03184, -1.51692], [1.05697, -0.49864, -2.06640], [1.99127, -0.46198, -0.60812], [-0.69039, 1.04298, -0.94781], [0.66009, 1.37224, 0.16043], [-0.44117, -1.32613, -0.26772], [-2.00573, -1.07549, 1.78281]],
  "lowdin_charge": [-0.159, -0.386, -0.667, 0.760, -0.242, 0.066, 0.089, 0.064, 0.061, 0.117, 0.138, 0.077, 0.081],
  "smiles": "CC[C@@H](Br)C=O",
  "homo_ha": -0.357,
  "e_lumo_ev": 0.4543,
  "charge": 0,
  "gap_ev": 10.166
}

=====

Most stable pick: version B. Distance to second place: 0.0459 hartree.

=====

Version A
{
  "formula": "C9H11NO2S",
  "method": "ωB97M-V/def2-TZVPD",
  "species": ["C", "C", "C", "C", "C", "C", "C", "C", "C", "N", "O", "O", "S", "H", "H", "H", "H", "H", "H", "H", "H", "H", "H", "H"],
  "positions_angstrom": [[2.41196, 2.10403, 0.06146], [1.27994, 2.81129, -0.16989], [2.32750, 0.68020, 0.19219], [0.09928, 2.15005, -0.23884], [1.12360, 0.05836, 0.24816], [0.03829, 0.78713, -0.01151], [0.96150, -1.50441, 0.47422], [-0.24658, -2.06544, -0.32968], [-1.73903, -0.10790, -0.37790], [-1.60605, -1.42095, -0.04948], [-3.00749, 2.12722, -0.27162], [-4.36123, -0.10926, 0.12016], [-3.03175, 0.83707, 0.49279], [3.38675, 2.49378, 0.27379], [1.37575, 3.96320, -0.17059], [3.21540, 0.08235, 0.43103], [-0.82763, 2.72114, -0.08273], [1.96108, -1.81093, 0.16310], [0.92014, -1.60648, 1.53612], [-0.18546, -1.87083, -1.41278], [-0.29007, -3.17219, -0.18650], [-1.58608, 0.41224, -1.33617], [-1.83374, -1.72397, 0.87892], [-4.40713, -0.00455, -0.85808]],
  "lowdin_charge": [-0.081, -0.119, -0.042, -0.094, -0.247, -0.050, -0.093, -0.146, -0.357, -0.082, -0.492, -0.311, 0.933, 0.094, 0.140, 0.114, 0.096, 0.104, 0.100, 0.121, 0.119, 0.111, 0.113, 0.070],
  "homo_ha": -0.312,
  "e_lumo_ev": 0.6866,
  "charge": 0,
  "gap_ev": 9.189
}

=====

Version B
{
  "formula": "C9H11NO2S",
  "method": "ωB97M-V/def2-TZVPD",
  "species": ["C", "C", "C", "C", "C", "C", "C", "C", "C", "N", "O", "O", "S", "H", "H", "H", "H", "H", "H", "H", "H", "H", "H", "H"],
  "positions_angstrom": [[0.38254, 0.04077, -2.53504], [2.63014, -1.22254, 0.30182], [2.49026, -0.27316, 1.22546], [-0.73907, -0.59310, -0.21307], [2.04611, -1.23790, -1.11162], [1.73341, 1.06241, 1.04343], [1.12864, -0.05393, -1.36512], [-3.61076, 0.65044, 0.18051], [-2.26285, 0.74859, 0.95364], [-0.32326, 0.04766, -3.43901], [-1.03462, -1.69579, 0.01790], [-1.04308, 0.59907, 0.16550], [1.52523, 1.54782, -0.75042], [3.21197, -2.12322, 0.58200], [3.02253, -0.50612, 2.08164], [2.72477, -1.35404, -2.00324], [1.35230, -2.11173, -1.26208], [0.83991, 1.18697, 1.74004], [2.49878, 1.71720, 1.37088], [-4.44823, 0.32628, 0.84530], [-4.04965, 1.64120, -0.28605], [-3.47281, 0.03721, -0.69360], [-2.28278, -0.13871, 1.68836], [-2.31947, 1.70461, 1.46277]],
  "lowdin_charge": [-0.349, -0.102, -0.136, -0.364, -0.184, -0.396, -0.589, -0.075, -0.170, 0.163, 0.184, -0.056, 0.965, 0.112, 0.073, 0.135, 0.128, 0.101, 0.041, 0.085, 0.109, 0.061, 0.146, 0.116],
  "homo_ha": [-0.299, -0.299],
  "e_lumo_ev": [0.2537, 0.2551],
  "charge": 0,
  "gap_ev": [8.380, 8.381]
}

=====

Most stable pick: version A. Distance to second place: 0.0113 hartree.